Entry 1:
ORCA calculation (ωB97M-V with the def2-TZVPD basis set) on 2 unconnected molecules or ions with the total composition C4H11N3O2 at a distorted geometry.

Values from the calculation:
Calculated total energy (hartree): -473.79222
Strongest force on any atom (eV Å⁻¹): 1.6
Relative energy (zero: lowest compared OMol25 entry of this formula, charge and spin) (eV): 0.287
LUMO level (eV): 0.80
2S+1: 1
Kohn-Sham gap (eV): 10.111
SMILES string: [H]/N=C(\N)NC.CC(=O)O

The geometry in XYZ format:
```
20
Properties=species:S:1:pos:R:3:forces:R:3
C -2.242303 0.661643 -1.244392 -0.808 -0.375 1.374
C -0.653692 1.655551 0.278326 0.469 -0.852 1.254
N 0.611731 1.475818 0.237175 0.822 -0.022 -0.224
N -1.482711 0.568265 0.034789 -0.374 0.225 -0.651
N -1.292250 2.777392 0.706984 -0.536 0.826 -0.045
H 1.397730 0.070689 0.651782 0.008 -0.455 -0.423
H 1.217620 2.242834 0.509413 -0.447 0.271 0.173
H -0.927982 -0.278536 0.036330 0.245 -0.012 -0.205
H -2.180178 2.646437 1.165872 -0.027 -0.229 -0.276
H -0.750760 3.498900 1.151966 0.245 -0.034 -0.238
H -3.309443 0.562675 -1.014016 0.050 0.305 -0.177
H -2.015400 -0.195155 -1.859133 0.441 0.004 -0.419
H -2.052485 1.613737 -1.718381 0.031 0.046 -0.379
C 2.283277 -3.037144 0.191593 0.400 0.368 -0.176
C 1.435567 -1.794069 0.111161 0.278 -0.276 -0.482
O 1.929381 -0.789441 0.804376 -0.072 0.338 0.365
O 0.443327 -1.737827 -0.586165 -0.333 0.166 0.187
H 1.827909 -3.834452 -0.379496 -0.290 -0.251 0.339
H 2.526555 -3.267253 1.227866 -0.182 -0.258 -0.067
H 3.234114 -2.840071 -0.306046 0.081 0.217 0.072
```
Forces are in eV/Å.

Entry 2:
ORCA calculation (ωB97M-V with the def2-TZVPD basis set) on 3 unconnected molecules or ions with the total composition C7H18O3.

Values from the calculation:
Calculated total energy (hartree): -503.20545
Strongest force on any atom (eV Å⁻¹): 0.7
Relative energy (zero: lowest compared OMol25 entry of this formula, charge and spin) (eV): 0.084
LUMO level (eV): 0.83
2S+1: 1
Kohn-Sham gap (eV): 10.171
SMILES string: C/C=C/CCCCO.O.O

The geometry in XYZ format:
```
28
Properties=species:S:1:pos:R:3:forces:R:3
C -1.628876 0.877295 0.042910 -0.703 -0.243 0.045
O -2.701215 0.151125 0.697128 0.200 -0.098 0.056
C -1.494594 0.467197 -1.412367 0.144 0.029 0.020
C -1.001775 -0.976021 -1.611491 -0.258 0.399 -0.026
C 0.516951 -1.123375 -1.575865 0.093 -0.164 0.017
C 2.839943 0.007910 1.353287 0.258 0.038 0.329
C 2.233626 -0.183651 -0.006326 -0.118 0.115 0.209
C 1.132088 -0.889769 -0.227951 0.094 0.062 -0.168
H -0.723239 0.670043 0.608626 0.001 0.139 -0.003
H -1.898625 1.924768 0.138056 0.304 0.169 -0.080
H -3.192587 -0.375916 0.060401 0.037 0.066 -0.090
H -2.471064 0.614741 -1.885110 -0.031 -0.084 -0.017
H -0.826424 1.163528 -1.928246 0.051 0.018 0.061
H -1.371056 -1.333639 -2.574766 0.033 -0.100 0.043
H -1.454293 -1.596467 -0.832753 0.050 -0.198 -0.076
H 0.971162 -0.453501 -2.311234 0.015 0.026 -0.026
H 0.771257 -2.140207 -1.894325 -0.043 -0.013 0.007
H 3.512844 -0.812440 1.621505 0.026 0.036 -0.129
H 2.101262 0.059787 2.156216 -0.151 -0.064 -0.170
H 3.434013 0.922624 1.405545 -0.008 -0.006 -0.061
H 2.743946 0.307166 -0.833517 -0.031 -0.119 -0.078
H 0.643488 -1.370901 0.615556 -0.064 -0.016 0.076
H 1.233585 2.728131 0.872329 0.093 -0.146 -0.040
H 1.025540 2.061041 -0.503482 0.118 -0.048 0.264
O 0.711462 2.772001 0.067165 -0.105 0.272 -0.210
H -1.859261 -0.868709 1.934212 -0.072 -0.161 0.086
H -1.819529 -1.159344 3.427670 0.046 -0.067 0.059
O -1.428638 -1.443413 2.596825 0.023 0.157 -0.098
```
Forces are in eV/Å.

Entry 3:
ORCA calculation (ωB97M-V with the def2-TZVPD basis set) on a molecular structure, C54H56CdN7S2.

Values from the calculation:
Total charge: -1
Calculated total energy (hartree): -3438.77955
Strongest force on any atom (eV Å⁻¹): 0.5
Relative energy (zero: lowest compared OMol25 entry of this formula, charge and spin) (eV): 0.000
LUMO level (eV): 1.80
2S+1: 1
Kohn-Sham gap (eV): 6.202

The geometry in XYZ format:
```
120
Properties=species:S:1:pos:R:3:forces:R:3
Cd -0.041675 0.550403 0.458554 -0.423 0.095 0.009
C 1.676760 1.950632 -2.984338 -0.008 0.017 0.026
C 2.512303 0.723925 -2.625563 0.020 -0.057 -0.020
C 1.638850 -0.531613 -2.560140 -0.035 -0.004 -0.014
C 3.412781 0.801057 -1.398561 0.040 0.093 -0.042
C 4.730329 0.394549 -1.584619 0.010 0.000 -0.012
C 5.633841 0.354941 -0.537236 -0.017 -0.019 -0.002
C 5.187161 0.639774 0.737616 -0.025 -0.028 0.029
C 3.870598 1.026439 0.987195 0.028 -0.111 0.011
C 3.518942 1.233786 2.454007 -0.006 0.042 -0.001
C 3.834906 2.661133 2.911125 -0.002 0.013 -0.021
C 2.114942 0.801836 2.873366 -0.022 -0.077 -0.025
C 3.008044 1.193408 -0.109421 -0.033 0.045 0.150
N 1.716474 1.776118 0.075789 0.123 -0.170 -0.292
C 1.594730 3.076101 0.026429 0.054 0.035 0.156
C 0.328425 3.911399 0.234241 -0.070 0.079 -0.045
N -1.429700 2.133706 0.076372 -0.029 -0.109 -0.071
C -2.747252 1.695112 -0.219058 0.024 -0.002 0.048
C -3.074401 1.226735 -1.523581 0.005 0.012 0.015
C -4.390646 0.922110 -1.850006 -0.005 -0.002 -0.018
C -5.396272 0.990837 -0.906506 -0.015 -0.006 -0.004
C -5.052249 1.281119 0.399798 0.001 0.102 0.019
C -3.751100 1.613826 0.783942 -0.109 0.051 -0.020
C -3.588182 1.736369 2.311002 0.106 -0.047 -0.030
C -2.387696 1.006787 2.910960 0.107 0.062 -0.030
C -3.662793 3.129676 2.944383 -0.087 -0.010 -0.053
C -2.022455 0.863078 -2.567362 0.026 0.009 -0.044
C -2.173489 1.547491 -3.928910 0.003 -0.012 -0.022
C -2.045706 -0.653961 -2.809335 0.032 0.045 0.016
C 0.733135 5.274232 -0.313777 -0.039 0.022 0.095
C 0.044495 6.442612 -0.500572 -0.006 -0.035 -0.047
C 0.741356 7.593220 -0.943004 0.017 0.007 -0.007
C 2.089340 7.593353 -1.189543 -0.029 0.007 -0.002
C 2.824976 6.399128 -1.002658 0.027 0.003 0.005
C 4.218406 6.232637 -1.192722 -0.005 0.002 0.014
C 4.804217 5.020115 -0.943815 -0.016 -0.005 0.014
C 4.062959 3.893159 -0.509463 0.042 0.005 -0.036
C 2.706059 4.019704 -0.335490 -0.064 -0.039 -0.054
C 2.112581 5.273025 -0.579815 0.004 0.016 0.005
H 1.214956 1.794094 -3.962808 0.013 0.014 -0.002
H 2.278892 2.858880 -3.028471 0.024 0.023 0.033
H 0.878828 2.100565 -2.261183 -0.010 -0.002 -0.006
H 3.202391 0.578642 -3.462179 0.001 -0.036 0.001
H 0.841715 -0.435272 -1.816587 0.018 -0.010 0.000
H 2.226414 -1.413664 -2.300470 -0.005 0.013 -0.016
H 1.151946 -0.707684 -3.522124 -0.006 0.008 0.017
H 5.051327 0.109168 -2.579962 -0.002 0.012 -0.003
H 6.661879 0.060903 -0.709560 -0.004 0.000 -0.003
H 5.865043 0.553227 1.580718 -0.003 0.000 -0.007
H 4.209632 0.564765 2.980048 0.011 0.023 0.024
H 3.138908 3.374913 2.468201 0.028 -0.012 0.011
H 4.855425 2.938458 2.635601 0.006 -0.006 0.016
H 3.738268 2.735862 3.997231 -0.007 0.002 -0.006
H 1.358495 1.506594 2.520626 0.022 0.029 0.050
H 2.048986 0.806474 3.963853 0.006 -0.029 0.001
H 1.893250 -0.218573 2.537104 -0.009 0.038 -0.029
H -4.628743 0.599273 -2.858135 0.007 -0.004 0.005
H -6.423962 0.771262 -1.171288 0.007 -0.015 0.002
H -5.822491 1.250137 1.163852 0.003 -0.004 0.002
H -4.474937 1.211587 2.679257 0.037 -0.050 0.044
H -1.457334 1.499076 2.618329 -0.008 0.029 0.024
H -2.354952 -0.045116 2.629625 -0.043 0.010 -0.003
H -2.444979 1.060287 4.001746 -0.017 -0.039 0.004
H -2.700271 3.628834 2.906535 0.007 0.013 0.048
H -3.924473 3.011876 4.000081 -0.029 0.015 -0.010
H -4.413904 3.763492 2.470642 0.019 0.001 -0.031
H -1.047259 1.132262 -2.158841 -0.021 -0.024 0.011
H -3.192523 1.442712 -4.308436 0.008 -0.002 -0.006
H -1.504520 1.073307 -4.652560 -0.005 0.001 0.000
H -1.937395 2.607648 -3.912135 -0.023 -0.004 0.046
H -2.977006 -0.947304 -3.300488 -0.005 -0.021 0.017
H -1.968590 -1.208768 -1.876901 0.009 0.048 -0.030
H -1.219834 -0.951369 -3.459995 -0.002 -0.010 -0.001
H -1.017827 6.502564 -0.320928 -0.006 0.010 0.005
H 0.178224 8.508358 -1.085658 -0.002 -0.009 -0.007
H 2.593734 8.492994 -1.522717 0.000 0.000 0.003
H 4.818032 7.072364 -1.526187 -0.003 0.000 0.001
H 5.872644 4.905158 -1.081485 0.001 0.001 0.001
H 4.603298 2.978743 -0.324087 -0.016 0.027 -0.033
S -1.369355 -1.499218 0.770672 0.324 0.085 0.304
C -0.813606 -2.864941 -0.160824 -0.096 -0.081 -0.295
N -1.633456 -3.659177 -0.772877 -0.013 0.142 -0.054
N -2.926944 -3.348017 -0.746444 -0.041 -0.189 0.080
C -3.863042 -4.134709 -1.399459 0.024 0.041 -0.023
C -3.509209 -5.312632 -2.057784 -0.015 0.010 0.006
C -4.488941 -6.059044 -2.692882 0.002 -0.007 -0.004
C -5.817445 -5.655432 -2.687500 0.000 -0.004 0.003
C -6.160973 -4.479627 -2.032059 0.001 0.003 -0.001
C -5.196772 -3.720795 -1.392736 -0.002 -0.001 0.005
N 0.508329 -3.319493 -0.319776 -0.031 -0.064 0.148
N 1.400641 -2.652284 0.220187 0.160 0.005 0.012
C 2.700433 -3.248457 0.064652 -0.156 0.008 -0.022
C 3.775712 -2.505188 0.519312 0.056 0.028 0.023
C 5.062893 -3.018631 0.431373 -0.015 0.027 0.011
C 5.273197 -4.277124 -0.108461 -0.007 -0.004 -0.002
C 4.188760 -5.024611 -0.559228 -0.005 -0.006 -0.007
C 2.903903 -4.519953 -0.472305 0.030 0.025 -0.011
H -3.216408 -2.497387 -0.273152 0.021 0.055 -0.015
H -2.474384 -5.621965 -2.060557 0.001 -0.003 -0.007
H -4.206068 -6.972552 -3.202104 0.001 0.003 0.004
H -6.573935 -6.247172 -3.186090 0.004 0.004 -0.003
H -7.191047 -4.145440 -2.020526 0.001 0.001 0.004
H -5.466202 -2.800173 -0.887116 0.007 0.009 -0.014
H 3.595337 -1.522237 0.932479 -0.020 0.011 -0.002
H 5.897220 -2.427772 0.786602 0.008 0.008 -0.012
H 6.276283 -4.679680 -0.177177 -0.006 -0.002 0.003
H 4.347698 -6.011399 -0.976608 0.007 0.003 0.003
H 2.052549 -5.092905 -0.809590 -0.018 0.005 -0.009
S 0.584936 3.962848 2.056472 -0.018 -0.032 -0.036
C -1.133331 3.522900 -0.218063 0.067 -0.099 0.069
N -1.267107 3.866393 -1.651281 0.073 -0.092 -0.010
C -2.356870 4.463800 -2.208595 -0.021 0.032 0.012
C -3.322503 5.049068 -1.474471 0.021 -0.020 -0.002
C -3.129192 5.055802 -0.045333 -0.034 0.003 0.012
C -2.085709 4.438053 0.517940 0.004 0.040 -0.065
H -0.632944 3.398186 -2.275624 0.021 0.010 -0.026
H -2.386323 4.468807 -3.290290 0.005 0.008 0.005
H -4.171747 5.516363 -1.949287 0.008 -0.001 0.000
H -3.808270 5.626329 0.581161 0.004 -0.013 0.002
H -1.873989 4.538981 1.565803 0.019 -0.017 0.040
```
Forces are in eV/Å.

Entry 4:
ORCA calculation (ωB97M-V with the def2-TZVPD basis set) on 16 unconnected molecules or ions with the total composition H32O16 at a distorted geometry.

Values from the calculation:
Calculated total energy (hartree): -1223.01430
Strongest force on any atom (eV Å⁻¹): 4.2
Relative energy (zero: lowest compared OMol25 entry of this formula, charge and spin) (eV): 5.020
LUMO level (eV): -0.27
2S+1: 1
Kohn-Sham gap (eV): 9.174

The geometry in XYZ format:
```
48
Properties=species:S:1:pos:R:3:forces:R:3
O 2.278801 1.808642 -2.434967 -1.949 0.308 -0.637
H 1.788040 1.646977 -1.614236 0.010 0.442 0.223
H 3.156494 1.822217 -2.117339 1.798 0.411 0.489
O -0.068337 -2.011556 3.109214 0.710 0.379 -0.324
H 0.414166 -1.215482 2.798468 -0.260 -0.771 0.363
H -0.107846 -2.583651 2.307443 0.275 0.358 0.790
O 2.167602 2.048770 0.321764 0.867 0.339 -1.269
H 1.553350 2.775465 0.108669 0.287 0.041 0.593
H 1.745289 1.526479 0.982510 -0.746 -0.541 0.914
O -1.095260 2.218982 -1.558176 -0.071 -0.056 0.194
H -1.865237 1.643505 -1.681769 -0.266 0.007 0.168
H -0.758254 2.435788 -2.426118 0.115 0.065 -0.363
O -0.191177 -0.279843 0.104856 -0.689 1.451 -0.006
H 0.763163 -0.308309 0.217303 0.936 -0.491 0.241
H -0.381315 0.688629 0.168790 -0.056 -1.089 0.208
O 0.216922 3.721929 0.273626 0.012 0.346 0.800
H -0.326375 3.185200 -0.296311 -0.699 -0.803 -0.774
H 0.033210 4.597669 -0.028965 0.075 1.118 -0.219
O -0.114308 -3.316805 0.812135 -1.777 -0.702 2.136
H 0.367624 -2.892968 0.175122 2.097 2.481 -2.637
H 0.115909 -4.193181 0.602787 0.129 -2.156 0.095
O -2.283895 -1.375567 1.683181 -1.539 2.162 -0.366
H -2.321918 -2.267069 1.925891 -0.047 -1.982 0.673
H -1.390157 -1.209784 1.434861 1.026 0.317 -0.071
O -2.502523 -2.888642 -0.594512 -1.796 2.204 1.043
H -1.928948 -2.206634 -0.184464 -0.559 -1.010 -0.468
H -2.032680 -3.566911 -0.996526 1.717 -1.482 -0.927
O 2.529086 -0.837021 0.652195 -0.975 -0.379 2.200
H 2.883166 -0.626751 -0.196674 0.952 0.487 -1.493
H 2.889659 -0.261527 1.345351 0.036 -0.350 -0.655
O 0.971510 -2.553106 -1.968163 2.211 -1.935 -1.077
H 0.193086 -2.043905 -2.067184 -1.988 1.207 -0.615
H 1.268877 -2.832941 -2.881288 -0.771 0.401 1.559
O -1.591384 1.976502 1.622418 0.135 1.164 -3.204
H -1.535935 2.935112 1.431668 0.193 -0.691 0.368
H -1.639306 1.876522 2.528461 -0.484 -0.296 2.912
O -1.214263 -0.735985 -2.334723 -0.217 -0.600 -1.014
H -0.912328 -0.064451 -2.945522 0.173 0.143 -0.070
H -1.090241 -0.397073 -1.446853 0.224 0.121 0.564
O -3.233079 0.649357 -0.219506 -0.370 0.064 -1.095
H -4.075420 0.744141 0.217944 -0.709 -0.456 -0.127
H -2.714825 1.184954 0.358463 1.092 0.450 0.957
O 0.921636 0.735872 2.694274 0.935 0.245 -0.018
H 0.086065 0.964433 3.089395 -0.465 -0.008 0.124
H 1.574786 1.245959 3.193497 -0.106 -0.165 0.057
O 2.830905 -0.660409 -2.000997 2.023 0.068 0.399
H 2.478082 0.208050 -2.192343 -0.396 -0.005 -0.678
H 2.147580 -1.311583 -1.973651 -1.093 -0.809 0.039
```
Forces are in eV/Å.